(1)
Below is a structure of composition C36H39N6O4STi, with properties calculated with ωB97M-V with the def2-TZVPD basis set.

CARTESIAN COORDINATES (ANGSTROEM)
Ti1 -0.12434 -0.01054 0.80143
C1 -1.71431 2.75958 0.73501
N1 -0.42985 2.26164 0.16459
C2 -0.41148 2.47425 -1.30856
C3 -0.33383 1.20791 -2.10032
C4 -0.29442 1.28403 -3.48473
C5 -0.11908 0.12865 -4.21515
C6 -0.00068 -1.07570 -3.53419
C7 -0.07818 -1.07019 -2.16102
N2 -0.24365 0.05466 -1.44151
C8 0.70228 3.05452 0.72278
C9 0.87359 2.78463 2.17967
C10 1.29034 3.75505 3.07339
C11 1.45021 3.40592 4.40375
C12 1.16177 2.10789 4.79034
C13 0.74010 1.20300 3.83321
N3 0.61417 1.52798 2.54162
C14 -2.27617 1.95255 1.87310
C15 -3.23093 2.50047 2.71432
C16 -3.81773 1.69258 3.67308
C17 -3.43131 0.36373 3.76670
C18 -2.46337 -0.10692 2.90252
N4 -1.90258 0.67754 1.97368
H1 -2.47058 2.74040 -0.05135
H2 -1.60554 3.80307 1.04349
H3 0.46845 3.05975 -1.57524
H4 -1.28125 3.05399 -1.62183
H5 -0.37842 2.24804 -3.96928
H6 -0.07078 0.16174 -5.29537
H7 0.14360 -2.01018 -4.05723
H8 -0.01689 -1.98935 -1.59854
H9 0.52746 4.11935 0.54124
H10 1.60861 2.76185 0.19288
H11 1.49009 4.76030 2.72718
H12 1.78492 4.13737 5.12708
H13 1.25937 1.78949 5.81823
H14 0.49215 0.18708 4.10599
H15 -3.50968 3.54097 2.61142
H16 -4.56829 2.09496 4.34036
H17 -3.86389 -0.30042 4.50073
H18 -2.10379 -1.12594 2.93753
C19 6.59552 -3.52603 -3.03934
C20 5.67627 -2.55812 -2.34988
C21 4.30549 -2.79465 -2.27622
C22 3.46194 -1.90048 -1.63777
C23 3.99335 -0.75689 -1.06279
C24 5.35763 -0.50540 -1.10882
C25 6.18683 -1.40421 -1.75635
S1 2.94118 0.43140 -0.29484
O1 3.74343 1.20664 0.61658
O2 2.23822 1.17601 -1.31645
N5 1.83878 -0.44884 0.51760
C26 2.47231 -1.22642 1.58956
C27 1.43751 -1.53947 2.64429
O3 1.67949 -2.09012 3.68354
O4 0.23162 -1.10561 2.30511
H19 6.04339 -4.35317 -3.48204
H20 7.31919 -3.93906 -2.33502
H21 7.15867 -3.02826 -3.82978
H22 3.89460 -3.69368 -2.71902
H23 2.40017 -2.09729 -1.57065
H24 5.75683 0.38157 -0.63613
H25 7.25186 -1.21109 -1.79665
H26 3.27767 -0.66849 2.07267
H27 2.89837 -2.16336 1.21833
C28 -5.10470 1.07014 -1.56178
N6 -4.34761 -0.16436 -1.56409
C29 -3.71096 -0.36958 -2.85352
C30 -3.39582 -0.17790 -0.47393
C31 -2.73263 -1.51740 -0.23180
C32 -3.45397 -2.66593 -0.55385
C33 -2.92146 -3.92817 -0.34845
C34 -1.65997 -4.05352 0.21095
C35 -0.95451 -2.91398 0.57086
C36 -1.45700 -1.62848 0.34475
H28 -5.84596 1.05394 -2.35979
H29 -4.46004 1.95676 -1.72004
H30 -5.62631 1.18983 -0.61144
H31 -4.47115 -0.41134 -3.63318
H32 -3.16115 -1.30940 -2.86088
H33 -3.01097 0.44654 -3.10150
H34 -3.93842 0.11779 0.43038
H35 -2.61768 0.59226 -0.63465
H36 -4.44212 -2.55212 -0.98171
H37 -3.49486 -4.80736 -0.61241
H38 -1.23167 -5.03162 0.38967
H39 0.01253 -3.04680 1.03946

HOMO level ... -11.031 eV
Net charge ... +1
Relative energy (zero: lowest compared OMol25 entry of this formula, charge and spin) ... 0.0 kJ/mol
Kohn-Sham gap ... 7.8124 eV



(2)
Below is an isolated molecule of C4H7NO, with properties calculated with ωB97M-V with the def2-TZVPD basis set.

CARTESIAN COORDINATES (ANGSTROEM)
C1 0.25367 -0.24149 -1.75991
C2 -0.06880 0.29106 -0.37989
N1 -1.10184 -0.27842 0.53308
C3 -0.25934 0.01612 1.71719
C4 0.89100 -0.10648 0.73542
O1 1.97671 -0.61415 0.74778
H1 -0.56521 -0.13928 -2.47730
H2 0.58224 -1.28355 -1.72685
H3 1.09435 0.35667 -2.13395
H4 -0.16597 1.38812 -0.41349
H5 -1.99028 0.21315 0.52885
H6 -0.30958 -0.66387 2.57014
H7 -0.33695 1.06211 2.05893

HOMO level ... -9.685 eV
Relative energy (zero: lowest compared OMol25 entry of this formula, charge and spin) ... 180.2 kJ/mol
Kohn-Sham gap ... 10.4246 eV
SMILES ... C[C@H]1NCC1=O



(3)
Below is a structure of composition C20H45GdN2P3S2, with properties calculated with ωB97M-V with the def2-TZVPD basis set.

CARTESIAN COORDINATES (ANGSTROEM)
Gd1 0.14769 -0.16939 -0.03822
P1 -1.62045 2.08236 -0.06536
P2 -2.07290 -1.51617 1.01956
P3 1.82494 1.31865 -1.63496
H1 -0.96130 -2.40897 -1.97439
C1 0.04190 -1.96336 -1.96464
C2 0.98594 -2.29854 -1.01551
H2 0.78014 -3.04307 -0.23048
C3 -2.72651 2.19408 -1.52403
C4 -2.80511 2.26963 1.31529
C5 -0.84225 3.73924 -0.05790
C6 -1.69442 -3.30342 1.01196
C7 -2.75380 -1.27703 2.69213
C8 -3.55792 -1.40674 -0.04298
C9 3.12568 0.25335 -2.33845
C10 2.74710 2.72133 -0.93701
C11 0.98459 2.00524 -3.11132
H3 0.30958 -1.45672 -2.90166
H4 2.05521 -2.07389 -1.15886
H5 -3.36939 3.08626 -1.47874
H6 -3.35782 1.29741 -1.57709
H7 -2.12180 2.23285 -2.43953
H8 -3.37722 3.20300 1.20953
H9 -2.24994 2.29966 2.26173
H10 -3.49877 1.42200 1.36018
H11 -1.61047 4.52536 -0.00774
H12 -0.22627 3.89015 -0.95319
H13 -0.18728 3.82026 0.82072
H14 -2.55809 -3.88392 1.36717
H15 -0.84342 -3.49457 1.67989
H16 -1.41810 -3.63876 0.00447
H17 -3.75815 -1.71538 2.76357
H18 -2.81694 -0.20713 2.92406
H19 -2.09898 -1.75561 3.43188
H20 -4.30911 -2.15976 0.23743
H21 -3.27015 -1.57256 -1.08996
H22 -4.01140 -0.40989 0.03346
H23 3.75760 0.82658 -3.03204
H24 2.67891 -0.60222 -2.86732
H25 3.73869 -0.14712 -1.51735
H26 3.34796 3.21681 -1.71534
H27 3.40314 2.33557 -0.14424
H28 2.05155 3.43998 -0.48326
H29 1.71895 2.41876 -3.81967
H30 0.26932 2.78600 -2.81289
H31 0.42251 1.20015 -3.61289
C12 2.30572 -0.72359 -7.16873
C13 1.57887 -0.44600 -8.34404
C14 1.42330 -1.44339 -9.30806
C15 1.99299 -2.70482 -9.12080
C16 2.73650 -2.97511 -7.96503
C17 2.90162 -1.98689 -6.99220
S1 2.48998 0.47256 -5.90382
H32 1.73706 1.45473 -6.44573
H33 1.15038 0.54722 -8.46670
H34 0.85154 -1.22664 -10.20889
H35 1.86422 -3.48107 -9.87200
H36 3.19317 -3.94949 -7.80673
H37 3.48201 -2.16629 -6.08394
C18 0.27670 1.57309 5.85091
N1 -0.19245 1.08283 4.55062
C19 0.43739 0.06475 3.87962
S2 1.23500 0.38021 2.36246
N2 0.51103 -1.15738 4.42328
C20 0.01501 -1.53030 5.74877
H38 0.90226 0.82003 6.33973
H39 -0.58829 1.81222 6.48643
H40 0.87461 2.48565 5.71314
H41 -0.45967 1.83933 3.90884
H42 1.02834 -1.82409 3.84491
H43 -0.66945 -0.76460 6.12147
H44 -0.52408 -2.48042 5.69116
H45 0.85680 -1.64933 6.44522

⟨S²⟩ ... 16.013
HOMO level (spin up / spin down) ... -13.813 / -13.814 eV
Net charge ... +3
Multiplicity ... 8
Relative energy (zero: lowest compared OMol25 entry of this formula, charge and spin) ... 0.0 kJ/mol
Kohn-Sham gap (spin up / spin down) ... 2.3431 / 3.7427 eV



(4)
Below is an isolated molecule of C3H3Br, with properties calculated with ωB97M-V with the def2-TZVPD basis set.

CARTESIAN COORDINATES (ANGSTROEM)
C1 -1.04855 0.09490 0.05739
C2 0.37917 0.14551 -0.02786
C3 1.59833 -0.11317 -0.09606
Br1 3.38711 0.06648 0.05076
H1 -1.35967 -0.85774 0.66745
H2 -1.34682 -0.21063 -0.94992
H3 -1.60957 0.87466 0.29824

HOMO level ... -9.239 eV
Relative energy (zero: lowest compared OMol25 entry of this formula, charge and spin) ... 64.5 kJ/mol
Kohn-Sham gap ... 9.9802 eV
SMILES ... CC#CBr



(5)
Below is a structure of composition C14H11CuN4O3S, with properties calculated with ωB97M-V with the def2-TZVPD basis set.

CARTESIAN COORDINATES (ANGSTROEM)
Cu1 -0.22036 -0.31575 1.08444
N1 -4.68181 -0.05960 1.74340
C1 -3.29717 0.08067 1.48575
S1 -2.21075 -0.85364 2.44952
N2 -3.03320 0.98999 0.59638
N3 -1.68019 1.13187 0.30181
C2 -1.35712 2.31701 -0.04200
C3 -0.03330 2.77102 -0.47060
C4 0.07443 4.10514 -0.87444
C5 1.26803 4.69015 -1.26854
C6 2.42714 3.89533 -1.23588
C7 2.37166 2.57965 -0.83867
C8 1.14234 1.92987 -0.46155
O1 1.11950 0.70091 -0.16661
H1 -4.87222 -0.96921 2.13387
H2 -5.22801 0.14624 0.91826
H3 -2.14500 3.07681 -0.01524
H4 -0.83458 4.70369 -0.86791
H5 1.30593 5.72760 -1.57802
H6 3.38282 4.32709 -1.52111
H7 3.26644 1.96675 -0.80370
O2 2.59895 -3.10063 2.62532
C9 1.71998 -2.38302 2.09559
O3 1.24092 -1.29337 2.45815
C10 1.20267 -2.90682 0.73422
C11 1.74507 -4.06079 0.17230
C12 1.28373 -4.49440 -1.05673
C13 0.28560 -3.77183 -1.69463
C14 -0.20648 -2.64214 -1.06084
N4 0.23833 -2.22200 0.12144
H8 2.51989 -4.57221 0.72633
H9 1.69608 -5.38497 -1.51863
H10 -0.10048 -4.07118 -2.66155
H11 -0.98883 -2.03824 -1.51014

HOMO level ... 0.013 eV
Net charge ... -2
Kohn-Sham gap ... 5.1461 eV



(6)
Below is an isolated molecule of C11H11N3, with properties calculated with ωB97M-V with the def2-TZVPD basis set.

CARTESIAN COORDINATES (ANGSTROEM)
C1 -1.30680 1.13914 1.91435
C2 -1.07742 -0.08551 2.46123
C3 -0.35109 -1.21792 1.93064
C4 -0.32400 -1.54122 0.62668
C5 -1.22934 -0.56430 -0.26976
C6 -0.81275 0.95761 -0.49505
C7 -0.90360 1.68119 0.63133
C8 0.13557 1.04293 -1.63992
C9 1.38860 0.21072 -1.26149
N1 1.31250 -1.23501 -1.12234
N2 2.25585 -1.94017 -1.77238
C10 2.18993 -3.13875 -1.25516
N3 1.26425 -3.26721 -0.28381
C11 0.73018 -2.07098 -0.19890
H1 -1.72578 1.87622 2.59142
H2 -1.33944 -0.18961 3.50858
H3 0.18839 -1.81775 2.65338
H4 -1.34027 -1.03227 -1.25025
H5 -2.21079 -0.55507 0.20743
H6 -0.69918 2.74556 0.62379
H7 0.47462 2.06424 -1.81602
H8 -0.31297 0.65828 -2.55873
H9 2.14414 0.34625 -2.03970
H10 1.78317 0.61044 -0.31814
H11 2.82132 -3.94167 -1.57813

HOMO level ... -8.549 eV
Relative energy (zero: lowest compared OMol25 entry of this formula, charge and spin) ... 249.0 kJ/mol
Kohn-Sham gap ... 8.4875 eV
SMILES ... C1=CC=C2CC(=C1)CCn1ncnc12



no.,electronic energy (Eh)
1,-3272.31025
2,-286.56299
3,-3483.71241
4,-2690.02502
5,-3023.59370
6,-589.95466